[1]
# C48H55N4NbSSi

A molecular structure, C48H55N4NbSSi (ωB97M-V/def2-TZVPD, OMol25).

XYZ file:
```
110
Properties=species:S:1:pos:R:3:lowdin_charge:R:1
Nb -0.328 -0.499 0.567 1.32
C -5.873 1.311 -1.021 -0.07
C -4.696 2.166 -1.523 -0.19
C -3.456 1.355 -1.660 -0.09
C -3.098 0.281 -2.561 -0.10
C -3.827 -0.084 -3.814 -0.19
C -3.891 1.047 -4.819 -0.09
C -1.968 -0.365 -2.051 -0.22
C -1.264 -1.378 -2.666 0.09
C -0.100 -2.041 -2.125 -0.19
C 0.601 -3.160 -2.704 -0.13
C 0.189 -3.796 -4.010 -0.20
C -0.885 -4.859 -4.043 -0.10
C 1.677 -3.405 -1.900 -0.11
C 1.691 -2.426 -0.859 -0.27
C 2.652 -2.344 0.148 0.07
C 2.579 -1.615 1.341 -0.25
N 1.652 -0.626 1.607 -0.06
C 1.945 -0.155 2.883 -0.21
C 1.237 0.888 3.535 0.07
C -0.018 1.363 3.049 -0.19
N -0.592 1.160 1.767 -0.11
C -1.771 1.948 1.718 -0.22
C -2.513 2.141 0.523 0.07
C -2.481 1.279 -0.616 -0.25
N -1.593 0.257 -0.832 -0.12
C -1.962 2.638 2.932 -0.12
C -0.939 2.159 3.777 -0.11
C -0.930 2.353 5.282 -0.18
C -0.920 1.013 6.003 -0.10
C -3.219 3.371 3.227 -0.22
C -4.383 2.479 3.553 -0.09
C 3.039 -0.891 3.462 -0.09
C 3.384 -1.863 2.486 -0.11
C 4.364 -2.995 2.652 -0.18
C 3.651 -4.338 2.898 -0.08
C 3.655 -0.676 4.831 -0.17
C 3.872 -1.904 5.722 -0.09
N 0.570 -1.680 -0.935 -0.14
C 2.664 -4.585 -1.989 -0.17
C 2.046 -5.933 -1.643 -0.10
H -6.796 1.848 -0.938 0.07
H -5.617 0.896 -0.060 0.07
H -6.042 0.480 -1.694 0.07
H -4.552 2.985 -0.783 0.10
H -5.030 2.589 -2.473 0.10
H -4.854 -0.385 -3.545 0.12
H -3.321 -0.945 -4.273 0.10
H -4.176 2.027 -4.434 0.06
H -4.640 0.809 -5.598 0.08
H -2.920 1.223 -5.319 0.09
H -1.785 -1.885 -3.536 0.13
H 1.029 -4.142 -4.605 0.11
H -0.223 -2.929 -4.563 0.10
H -0.569 -5.801 -3.587 0.06
H -0.989 -5.102 -5.099 0.07
H -1.847 -4.604 -3.551 0.09
H 3.566 -2.964 0.037 0.12
H 1.647 1.348 4.407 0.10
H -3.394 2.802 0.457 0.10
H -1.835 2.940 5.599 0.12
H 0.013 2.939 5.481 0.13
H -1.873 0.442 5.842 0.10
H -0.702 1.181 7.036 0.06
H -0.103 0.326 5.659 0.07
H -3.473 4.111 2.417 0.13
H -3.000 4.011 4.097 0.11
H -4.485 1.795 2.703 0.07
H -5.338 3.049 3.598 0.09
H -4.225 1.877 4.450 0.08
H 5.053 -2.786 3.439 0.08
H 4.949 -3.009 1.715 0.12
H 2.800 -4.269 3.608 0.09
H 4.401 -5.035 3.239 0.06
H 3.196 -4.743 1.979 0.07
H 2.982 0.038 5.294 0.08
H 4.646 -0.167 4.640 0.14
H 3.033 -2.619 5.659 0.08
H 3.884 -1.623 6.780 0.07
H 4.760 -2.480 5.501 0.06
H 3.502 -4.369 -1.310 0.09
H 3.124 -4.628 -3.008 0.12
H 1.238 -5.875 -0.933 0.07
H 2.793 -6.628 -1.261 0.06
H 1.648 -6.510 -2.563 0.09
C 1.253 1.423 -5.773 -0.14
C 1.593 0.223 -5.172 -0.09
C 1.683 0.219 -3.763 -0.14
C 1.465 1.376 -2.993 -0.30
C 1.140 2.608 -3.640 -0.08
C 1.122 2.581 -5.049 -0.12
Si 1.494 1.113 -1.037 0.72
C 1.405 3.015 -0.487 -0.34
C 0.250 3.752 -0.765 -0.16
C 0.153 5.112 -0.435 -0.10
C 1.285 5.758 0.058 -0.11
C 2.439 5.017 0.384 -0.11
C 2.481 3.655 0.185 -0.12
H 1.131 1.517 -6.866 0.10
H 1.722 -0.708 -5.767 0.11
H 1.937 -0.666 -3.208 0.07
H 1.152 3.575 -3.202 0.08
H 1.054 3.523 -5.615 0.10
H 2.965 0.732 -0.817 -0.04
H -0.580 3.281 -1.333 0.10
H -0.779 5.667 -0.521 0.09
H 1.241 6.842 0.190 0.09
H 3.363 5.484 0.794 0.11
H 3.359 3.088 0.428 0.08
S -1.563 -1.999 1.703 -0.09
```

Calculated values
spin multiplicity	1
LUMO energy (spin up / spin down)	-1.66 / -1.67	eV
max |F|	3.27	eV Å⁻¹
DFT total energy	-76892.54178	eV
net charge	0
HOMO-LUMO gap (spin up / spin down)	4.19 / 4.19	eV
HOMO energy (spin up / spin down)	-5.848 / -5.856	eV

---

[2]
# C48H56F4N10O8S4

6 unconnected molecules or ions with the total composition C48H56F4N10O8S4 (ωB97M-V/def2-TZVPD, OMol25).

XYZ file:
```
130
Properties=species:S:1:pos:R:3:lowdin_charge:R:1
C -3.403 7.117 -0.097 0.05
N -2.800 8.349 -0.614 -0.08
C -1.513 8.518 -0.903 0.04
C -1.061 9.747 -1.374 0.06
C -1.930 10.770 -1.645 -0.17
C -3.238 10.591 -1.310 0.06
C -3.688 9.361 -0.785 0.06
C -1.452 12.066 -2.205 -0.11
C -0.934 12.233 -3.502 0.05
C -0.435 13.449 -3.889 0.03
N -0.509 14.566 -3.120 -0.07
C -1.059 14.470 -1.853 0.07
C -1.615 13.243 -1.428 0.07
C 0.028 15.847 -3.554 0.04
H -2.606 6.587 0.425 0.11
H -3.823 6.481 -0.877 0.13
H -4.112 7.401 0.680 0.12
H -0.832 7.719 -0.649 0.16
H -0.018 9.923 -1.593 0.14
H -3.923 11.409 -1.476 0.15
H -4.717 9.197 -0.498 0.16
H -1.018 11.406 -4.192 0.14
H -0.031 13.543 -4.886 0.16
H -1.137 15.361 -1.248 0.16
H -1.987 13.219 -0.415 0.14
H -0.721 16.550 -3.189 0.12
H 0.252 15.878 -4.620 0.12
H 0.930 16.118 -3.006 0.12
C 0.160 -8.000 -1.930 0.06
N 1.135 -8.298 -0.830 -0.07
C 2.191 -7.437 -0.801 0.03
C 3.124 -7.652 0.184 0.08
C 2.970 -8.645 1.254 -0.11
C 1.904 -9.516 1.082 0.05
C 1.014 -9.331 0.026 0.05
C 3.887 -8.705 2.374 -0.12
C 4.562 -7.601 2.910 0.07
C 5.582 -7.831 3.879 0.03
N 5.823 -9.047 4.388 -0.07
C 5.258 -10.140 3.867 0.03
C 4.307 -10.004 2.845 0.09
C 6.815 -9.295 5.514 0.06
H -0.364 -7.148 -1.497 0.13
H -0.615 -8.766 -1.953 0.11
H 0.686 -7.949 -2.883 0.12
H 2.246 -6.649 -1.538 0.16
H 3.961 -6.997 0.376 0.12
H 1.620 -10.270 1.800 0.14
H 0.115 -9.916 -0.099 0.16
H 4.383 -6.594 2.562 0.13
H 6.244 -7.016 4.134 0.15
H 5.498 -11.077 4.348 0.15
H 3.804 -10.900 2.514 0.13
H 7.792 -8.983 5.142 0.11
H 6.833 -10.296 5.946 0.11
H 6.637 -8.619 6.350 0.11
C 14.130 5.284 10.657 0.05
N 13.164 4.722 9.708 -0.09
C 13.171 5.231 8.449 0.07
C 12.144 4.739 7.580 0.08
C 11.404 3.601 7.951 -0.12
C 11.600 3.112 9.202 0.04
C 12.529 3.621 10.094 0.04
C 10.391 2.966 7.002 -0.07
C 9.726 3.774 6.050 0.06
C 8.865 3.170 5.199 0.03
N 8.622 1.817 5.248 -0.09
C 9.241 1.037 6.149 0.03
C 10.129 1.595 7.022 0.05
C 7.493 1.326 4.489 0.03
H 15.119 4.897 10.411 0.13
H 13.857 4.839 11.613 0.11
H 14.062 6.371 10.673 0.12
H 13.808 6.044 8.135 0.16
H 12.006 5.328 6.686 0.13
H 11.075 2.193 9.416 0.13
H 12.627 3.181 11.076 0.17
H 10.065 4.781 5.860 0.13
H 8.360 3.664 4.383 0.15
H 8.951 -0.002 6.094 0.16
H 10.666 0.967 7.718 0.14
H 7.379 0.243 4.447 0.12
H 7.616 1.800 3.516 0.12
H 6.627 1.714 5.027 0.13
C -12.677 -6.912 -10.207 0.05
N -11.764 -5.818 -9.817 -0.10
C -11.776 -5.411 -8.498 0.06
C -10.861 -4.441 -8.068 0.07
C -9.862 -3.983 -8.954 -0.14
C -9.904 -4.428 -10.302 0.09
C -10.865 -5.422 -10.705 0.04
C -8.764 -3.131 -8.432 -0.14
C -8.493 -1.846 -8.906 0.07
C -7.446 -1.151 -8.293 0.05
N -6.742 -1.703 -7.264 -0.07
C -6.896 -2.994 -6.875 0.05
C -7.899 -3.716 -7.514 0.06
C -5.579 -1.021 -6.664 0.03
H -13.530 -6.272 -10.432 0.13
H -12.907 -7.479 -9.306 0.11
H -12.266 -7.623 -10.924 0.12
H -12.611 -5.805 -7.938 0.15
H -10.904 -4.024 -7.072 0.14
H -9.192 -3.959 -10.964 0.13
H -10.947 -5.637 -11.760 0.16
H -9.091 -1.449 -9.712 0.14
H -7.190 -0.192 -8.717 0.15
H -6.156 -3.380 -6.190 0.16
H -7.928 -4.752 -7.210 0.14
H -5.626 -1.065 -5.576 0.12
H -5.543 0.016 -6.997 0.11
H -4.657 -1.487 -7.010 0.12
N -1.384 -2.153 -1.222 -0.28
S -2.025 -2.326 0.180 0.45
O -2.920 -1.271 0.726 -0.31
O -1.244 -3.177 1.114 -0.34
F -3.167 -3.365 -0.181 -0.21
S -0.166 -1.158 -0.607 0.53
O 0.823 -1.821 0.177 -0.31
O -0.462 0.234 -0.269 -0.31
F 0.636 -0.857 -1.995 -0.24
N -10.355 -4.677 3.892 -0.24
S -9.192 -4.935 2.956 0.37
O -9.410 -5.615 1.717 -0.31
O -7.852 -5.091 3.512 -0.33
F -8.946 -3.426 2.412 -0.25
S -10.116 -6.184 4.659 0.56
O -9.124 -6.241 5.735 -0.29
O -10.613 -7.318 3.963 -0.27
F -11.454 -5.988 5.547 -0.24
```

Calculated values
spin multiplicity	1
LUMO energy	-11.29	eV
max |F|	8.75	eV Å⁻¹
DFT total energy	-136109.88258	eV
net charge	+6
HOMO-LUMO gap	0.88	eV
HOMO energy	-12.174	eV